Entry from the Open Molecules 2025 dataset: a cluster of 11 separate species, C4H29NO12 in total (ωB97M-V with the def2-TZVPD basis set).

Values from the calculation:
relative energy (zero: lowest compared OMol25 entry of this formula, charge and spin): 301.2 kJ/mol
structure (SMILES): O=CNCCCO.O.O.O.O.O.O.O.O.O.O
HOMO-LUMO gap: 9.560 eV

The geometry in ORCA input format:
```
! RIJCOSX wB97M-V def2-TZVPD def2/J DEFGRID3
* xyz 0 1
O -1.52 -0.93 -2.38
C -1.46 -1.66 -1.39
N -2.33 -1.46 -0.40
C -2.29 -2.09 0.92
C -1.59 -1.19 1.94
C -1.24 -1.80 3.29
O 0.20 -2.08 3.37
H -0.74 -2.49 -1.38
H -2.93 -0.65 -0.41
H -3.30 -2.27 1.26
H -1.64 -2.97 0.82
H -2.12 -0.25 2.14
H -0.74 -0.66 1.50
H -1.29 -1.14 4.15
H -1.68 -2.81 3.29
H 0.54 -2.05 2.49
H 4.32 0.67 -1.34
H 3.07 0.54 -0.57
O 3.87 1.09 -0.59
H 0.46 2.96 -0.41
H 1.11 2.62 -1.51
O 0.26 2.34 -1.15
H 0.82 -0.72 -2.26
H 0.27 0.59 -1.39
O 0.76 -0.24 -1.44
H -1.99 1.78 0.13
H -0.79 2.05 1.16
O -1.35 1.39 0.74
H -1.21 -0.16 -4.46
H -0.80 1.29 -4.20
O -0.56 0.51 -4.70
H 1.35 -0.46 0.23
H 2.32 -1.45 0.73
O 1.96 -0.58 0.98
H 3.00 1.41 2.29
H 1.80 0.47 2.42
O 2.16 1.31 2.74
H -2.54 2.44 -2.52
H -1.35 2.78 -1.62
O -2.31 2.96 -1.75
H 2.04 -2.86 -1.61
H 2.75 -3.67 -0.78
O 2.02 -3.04 -0.66
H 1.55 4.03 1.74
H 1.19 2.55 1.94
O 1.06 3.32 1.32
*
```



Entry from the Open Molecules 2025 dataset: a structure of composition C4H2BeO2 (ωB97M-V with the def2-TZVPD basis set).

Values from the calculation:
relative energy (zero: lowest compared OMol25 entry of this formula, charge and spin): 27.0 kJ/mol
HOMO-LUMO gap: 7.810 eV

The geometry in ORCA input format:
```
! RIJCOSX wB97M-V def2-TZVPD def2/J DEFGRID3
* xyz 0 1
H -2.39 -0.36 -1.03
C -1.51 -0.15 -0.41
C -0.30 0.15 -0.86
O -1.89 -0.22 0.89
O -0.90 0.04 1.86
Be 0.76 0.16 1.21
C 2.16 0.12 -0.20
C 0.98 0.37 -0.70
H 3.07 -0.11 -0.76
*
```



Entry from the Open Molecules 2025 dataset: a structure of composition C4H2BiO2 (ωB97M-V with the def2-TZVPD basis set).

Values from the calculation:
HOMO-LUMO gap: 6.112 eV

The geometry in ORCA input format:
```
! RIJCOSX wB97M-V def2-TZVPD def2/J DEFGRID3
* xyz 3 1
H 2.44 0.49 0.22
O 1.37 -1.13 2.69
C 1.38 -0.56 1.72
C 1.47 0.03 0.46
C 0.28 0.20 -0.13
C -0.92 0.43 -0.64
O -1.57 -0.34 -1.45
Bi -3.08 -0.48 -2.59
H -1.37 1.37 -0.28
*
```



Entry from the Open Molecules 2025 dataset: a structure of composition C4H2CaO2 (ωB97M-V with the def2-TZVPD basis set).

Values from the calculation:
⟨S²⟩: 0.757
relative energy (zero: lowest compared OMol25 entry of this formula, charge and spin): 134.1 kJ/mol
HOMO-LUMO gap (spin up / spin down): 8.697 / 8.499 eV

The geometry in ORCA input format:
```
! RIJCOSX wB97M-V def2-TZVPD def2/J DEFGRID3
* xyz 1 2
H 0.76 2.31 -1.19
C 0.78 1.40 -0.59
C 0.37 0.59 0.26
C 1.01 -1.30 1.93
C 0.77 -0.41 1.15
H 1.08 -2.08 2.68
O -2.41 0.22 -1.53
O -1.78 -0.37 -0.48
Ca -0.58 -0.37 -2.23
*
```



Entry from the Open Molecules 2025 dataset: the molecule C4H2Cl2O2 (ωB97M-V with the def2-TZVPD basis set).

Values from the calculation:
relative energy (zero: lowest compared OMol25 entry of this formula, charge and spin): 152.8 kJ/mol
structure (SMILES): O=C1C(=O)[C@H](Cl)[C@H]1Cl
HOMO-LUMO gap: 8.998 eV

The geometry in ORCA input format:
```
! RIJCOSX wB97M-V def2-TZVPD def2/J DEFGRID3
* xyz 0 1
C -0.43 -1.58 0.55
C 0.51 -1.46 -0.68
C -0.65 0.06 0.30
C 0.70 -0.01 -0.37
O -0.49 -2.17 1.56
O 0.64 -2.08 -1.64
Cl -1.99 0.44 -0.78
Cl 1.95 0.42 0.80
H -0.75 0.48 1.34
H 0.76 0.54 -1.28
*
```



Entry from the Open Molecules 2025 dataset: a cluster of 2 separate species, C4H2Cl3N3 in total (ωB97M-V with the def2-TZVPD basis set).

Values from the calculation:
HOMO-LUMO gap (spin up / spin down): 7.871 / 6.976 eV

The geometry in ORCA input format:
```
! RIJCOSX wB97M-V def2-TZVPD def2/J DEFGRID3
* xyz 0 1
C 0.03 -1.07 -1.29
C 0.83 -1.33 0.99
C 0.80 -0.55 -0.23
C -1.68 0.77 0.25
N -0.65 -1.44 -2.15
N 1.12 -1.97 1.94
N 1.59 0.51 -0.27
Cl -2.56 1.15 -1.16
Cl -0.76 2.07 0.96
Cl -2.64 0.03 1.46
H 1.88 0.92 -1.09
H 2.02 0.90 0.60
*
```



Entry from the Open Molecules 2025 dataset: the molecule C4H2ClF (ωB97M-V with the def2-TZVPD basis set).

Values from the calculation:
relative energy (zero: lowest compared OMol25 entry of this formula, charge and spin): 4.2 kJ/mol
structure (SMILES): C#C/C=C(\F)Cl
HOMO-LUMO gap: 9.916 eV

The geometry in ORCA input format:
```
! RIJCOSX wB97M-V def2-TZVPD def2/J DEFGRID3
* xyz 0 1
C -1.38 0.26 0.01
C -0.32 -0.53 0.14
C 0.97 0.00 -0.01
C 2.16 0.13 -0.09
H -0.41 -1.58 0.16
H 3.19 0.22 -0.20
F -1.18 1.58 0.05
Cl -3.02 -0.09 -0.06
*
```



Entry from the Open Molecules 2025 dataset: a structure of composition C4H2ClN3O (ωB97M-V with the def2-TZVPD basis set).

Values from the calculation:
relative energy (zero: lowest compared OMol25 entry of this formula, charge and spin): 145.3 kJ/mol
HOMO-LUMO gap: 6.648 eV

The geometry in ORCA input format:
```
! RIJCOSX wB97M-V def2-TZVPD def2/J DEFGRID3
* xyz 0 1
C -1.37 0.25 -1.44
C -1.45 -0.18 0.92
C 1.28 -1.08 0.50
C -1.08 0.65 -0.12
N -1.64 0.04 -2.55
N -1.73 -0.81 1.84
N 1.68 -0.01 -0.02
O 0.72 -1.92 1.01
Cl -0.19 2.09 0.08
H 1.09 0.90 0.13
H 2.69 0.07 -0.36
*
```



no.,strongest force on any atom (Eh/bohr),total energy (Eh)
1,0.0546,-1127.40988
2,0.0726,-318.62635
3,0.1014,-517.22916
4,0.0752,-981.22748
5,0.0817,-1224.41581
6,0.0715,-1698.33604
7,0.0255,-713.57869
8,0.0656,-853.19382